Entry 1:
Below is a molecular structure, C25H30BO4 in a non-equilibrium geometry, with properties calculated with ωB97M-V/def2-TZVPD.

Output
* spin multiplicity: 1
* net charge: +1
* LUMO level: -4.8921 eV
* E_tot: -1296.10942 Ha
* HOMO level: -0.399 hartree

```
60
Properties=species:S:1:pos:R:3:lowdin_charge:R:1
C 7.158 0.679 -1.149 -0.0054
C 6.095 -0.180 -0.665 -0.3079
C 6.113 -1.518 -0.342 -0.0039
C 4.768 -1.876 -0.064 0.0071
C 3.950 -0.742 -0.246 -0.0672
B 2.654 -0.916 -1.142 -0.6207
O 1.838 -2.007 -1.100 0.1565
C 0.564 -1.436 -1.466 -0.4040
C 0.238 -1.848 -2.897 0.0046
C -0.390 -2.175 -0.535 0.0000
C 0.910 0.188 -1.471 -0.3933
C 0.263 1.089 -2.511 0.0121
C 0.831 0.792 -0.038 0.2005
O 2.288 0.187 -1.879 0.1652
O 4.826 0.327 -0.581 0.0459
H 8.090 0.118 -1.181 0.0940
H 6.959 1.037 -2.162 0.0996
H 7.321 1.537 -0.498 0.0962
H 6.965 -2.190 -0.385 0.1207
H 4.398 -2.870 0.154 0.1233
H -0.793 -1.568 -3.147 0.0949
H 0.920 -1.372 -3.614 0.1099
H 0.326 -2.936 -2.988 0.1118
H -1.379 -2.314 -0.971 0.0895
H 0.007 -3.185 -0.385 0.1186
H -0.486 -1.754 0.465 0.0870
H -0.691 0.699 -2.864 0.0743
H 0.116 2.088 -2.096 0.0972
H 0.927 1.202 -3.377 0.1193
H -0.310 0.781 0.488 0.0843
H 1.408 0.218 0.694 0.1448
H 1.068 1.858 -0.075 0.1556
C -3.715 -2.190 5.319 -0.0567
O -4.089 -2.411 3.946 -0.0692
C -3.607 -1.509 3.044 -0.2356
C -3.871 -1.778 1.671 0.0279
C -3.178 -1.095 0.698 -0.0262
C -2.171 -0.171 1.062 -0.2299
C -1.344 0.522 0.025 -0.0694
C -2.021 1.839 -0.308 -0.1972
C -2.498 2.124 -1.603 -0.0431
C -2.740 3.451 -1.982 -0.0527
C -2.596 4.471 -1.036 -0.0616
C -2.322 4.167 0.304 -0.0463
C -2.068 2.838 0.676 -0.0138
C -1.928 0.097 2.419 -0.0366
C -2.686 -0.492 3.405 -0.0005
H -4.143 -3.018 5.878 0.0991
H -2.624 -2.182 5.434 0.0951
H -4.117 -1.236 5.682 0.1010
H -4.575 -2.587 1.418 0.1378
H -3.416 -1.247 -0.368 0.1343
H -1.264 -0.086 -0.880 0.1101
H -2.663 1.300 -2.305 0.1215
H -2.979 3.669 -3.033 0.1218
H -2.558 5.505 -1.391 0.1162
H -2.213 4.959 1.049 0.1154
H -1.907 2.590 1.724 0.1085
H -1.177 0.840 2.710 0.1239
H -2.479 -0.283 4.469 0.1158
```



Entry 2:
Below is 2 unconnected molecules or ions with the total composition C25H30ClF7N2O4 in a non-equilibrium geometry, with properties calculated with ωB97M-V/def2-TZVPD.

Output
* spin multiplicity: 1
* LUMO level: -1.0985 eV
* E_tot: -2539.78756 Ha
* HOMO level: -0.324 hartree

```
69
Properties=species:S:1:pos:R:3:lowdin_charge:R:1
C 3.682 0.585 -0.809 -0.0650
C 2.675 0.196 0.477 -0.3033
N 3.086 -0.923 1.141 0.1253
C 1.437 1.203 0.795 -0.0629
C 0.027 0.490 1.356 -0.0777
C 0.158 0.751 2.954 -0.1104
F -0.232 2.177 3.295 0.0126
F 1.579 0.720 3.489 0.0060
C -0.606 -0.175 4.026 -0.0948
F -0.054 0.318 5.358 0.0091
F -2.057 -0.009 4.214 0.0425
C -0.279 -1.772 4.078 -0.1171
F 1.120 -2.161 3.801 0.0598
F -1.300 -2.635 3.373 0.0195
F -0.483 -2.154 5.532 0.0156
C -0.197 -1.009 0.734 -0.1625
O 0.328 -2.209 0.934 0.0445
O -1.196 -1.105 -0.385 -0.0870
C -1.429 0.268 -0.858 -0.5622
Cl -2.939 0.353 -1.941 0.7817
C -0.272 0.377 -2.033 -0.0641
C -0.752 -0.525 -3.358 -0.3161
O -1.013 0.004 -4.561 -0.0174
O -0.872 -2.014 -3.265 -0.0260
C -1.314 1.124 0.534 -0.2681
C -1.185 2.756 0.222 -0.1149
C -2.532 3.610 0.057 -0.3516
C -2.094 5.192 0.418 -0.1198
C -3.105 3.748 -1.510 -0.1215
N -2.400 1.139 1.548 0.0577
C -3.455 0.331 1.390 -0.2298
C -3.656 -1.245 1.780 -0.0473
C -4.859 1.041 0.807 -0.0711
H 4.347 -0.322 -1.131 0.0742
H 3.113 1.120 -1.680 0.0712
H 4.429 1.395 -0.350 0.0949
H 2.406 -1.044 1.913 0.0122
H 1.269 1.742 -0.262 0.1124
H 1.745 2.151 1.459 0.1595
H 0.789 0.001 -1.690 0.1315
H -0.195 1.490 -2.453 0.1403
H -1.681 -2.266 -2.730 0.1089
H -0.567 2.853 -0.796 0.1122
H -0.496 3.309 1.025 0.1263
H -3.423 3.409 0.781 0.1176
H -2.996 5.934 0.323 0.0843
H -1.285 5.459 -0.419 0.0950
H -1.521 5.242 1.439 0.0803
H -3.598 4.833 -1.587 0.0853
H -3.967 2.994 -1.749 0.0361
H -2.227 3.698 -2.298 0.0903
H -4.668 -1.669 1.308 0.0931
H -2.816 -1.974 1.432 0.0763
H -3.808 -1.379 2.956 0.1083
H -4.668 1.705 -0.137 0.0373
H -5.719 0.233 0.647 0.0874
H -5.247 1.747 1.678 0.1022
C 5.967 -3.971 -2.713 -0.1006
C 5.286 -3.314 -1.688 -0.1035
C 3.900 -3.432 -1.583 -0.0985
C 3.196 -4.215 -2.498 -0.0914
C 3.877 -4.874 -3.521 -0.0983
C 5.262 -4.749 -3.631 -0.1013
H 7.046 -3.876 -2.797 0.0980
H 5.836 -2.710 -0.971 0.0983
H 3.370 -2.915 -0.788 0.0794
H 2.117 -4.311 -2.413 0.0999
H 3.328 -5.486 -4.233 0.0993
H 5.792 -5.258 -4.432 0.0979
```



Entry 3:
Below is a molecular structure, C25H30ClMoN2O2PS, with properties calculated with ωB97M-V/def2-TZVPD.

Output
* spin multiplicity: 3
* net charge: +2
* LUMO level (spin up / spin down): -5.3049 / -6.0957 eV
* E_tot: -2498.05079 Ha
* HOMO level (spin up / spin down): -0.499 / -0.516 hartree

```
63
Properties=species:S:1:pos:R:3:mulliken_spin:R:1
Mo -0.083 -1.266 -0.561 2.2548
Cl 2.490 -1.084 -0.461 -0.0197
C 2.913 0.580 -0.927 -0.0366
C 4.194 0.793 -1.384 0.0046
C 4.542 2.092 -1.737 0.0019
C 3.619 3.121 -1.627 -0.0013
C 2.338 2.867 -1.159 0.0017
C 1.964 1.576 -0.793 0.0319
P 0.320 1.183 -0.147 -0.0887
C 0.417 1.465 1.641 -0.0071
C -0.763 1.363 2.381 0.0042
C -0.741 1.549 3.752 0.0026
C 0.463 1.816 4.397 0.0016
C 1.640 1.896 3.669 0.0012
C 1.620 1.726 2.290 0.0061
C -0.774 2.443 -0.825 -0.0105
C -1.185 3.534 -0.061 -0.0021
C -1.965 4.524 -0.640 0.0004
C -2.325 4.436 -1.976 -0.0006
C -1.903 3.357 -2.745 0.0027
C -1.133 2.361 -2.170 -0.0303
H 4.900 -0.021 -1.472 0.0003
H 5.539 2.290 -2.106 0.0000
H 3.895 4.127 -1.911 -0.0001
H 1.617 3.671 -1.081 -0.0003
H -1.704 1.162 1.879 0.0014
H -1.660 1.496 4.321 -0.0002
H 0.479 1.970 5.468 -0.0001
H 2.575 2.112 4.170 0.0002
H 2.540 1.819 1.726 0.0018
H -0.899 3.617 0.979 0.0002
H -2.287 5.370 -0.047 0.0001
H -2.931 5.212 -2.424 -0.0001
H -2.172 3.300 -3.791 0.0001
H -0.786 1.527 -2.770 0.0379
C -3.291 -1.479 -0.282 0.0046
O -2.147 -0.676 -0.657 -0.0535
C -1.418 -1.002 -1.855 -0.1260
C -2.178 -1.145 -3.114 -0.0336
H -3.023 -2.537 -0.243 0.0027
H -4.103 -1.301 -0.982 0.0021
H -3.578 -1.149 0.711 0.0017
H -2.588 -0.174 -3.407 -0.0059
H -3.025 -1.830 -3.020 -0.0026
H -1.518 -1.496 -3.904 -0.0046
C 1.638 -3.121 2.376 0.0100
C 0.398 -2.313 2.538 0.0290
C -0.136 -2.099 3.910 0.0013
O -0.186 -1.796 1.580 -0.0137
H 2.457 -2.625 2.904 0.0023
H 1.895 -3.272 1.332 -0.0081
H 1.500 -4.087 2.864 0.0002
H 0.106 -2.923 4.577 0.0010
H -1.208 -1.914 3.882 0.0002
H 0.350 -1.197 4.299 0.0020
N 0.135 -5.874 -2.345 0.0085
C -0.349 -4.686 -2.008 0.0293
N -1.647 -4.450 -2.151 0.0052
S 0.753 -3.522 -1.400 -0.0148
H -0.440 -6.599 -2.744 0.0001
H 1.118 -6.059 -2.231 -0.0016
H -2.281 -5.129 -2.540 -0.0015
H -1.988 -3.527 -1.950 0.0077
```



Which of these has the lowest E_tot?
C25H30ClF7N2O4



What is the E_tot in the second record?
-2539.78756 Ha